Entry 1:
C40H77F3N12O4 | ωB97M-V/def2-TZVPD

XYZ file:
```
136
Properties=species:S:1:pos:R:3:mulliken_charge:R:1
C -0.4135 0.4644 1.1971 -0.3687
O -0.3528 0.6945 -0.2423 0.3444
O -1.3367 -0.4383 1.4914 -0.9427
C 1.0481 0.2626 1.7245 0.5619
F 1.7356 1.4268 1.4729 -0.1900
F 1.1305 0.0849 3.0438 -0.2072
F 1.8587 -0.6808 1.1620 -0.2458
C 0.0465 1.9651 -0.7274 0.1314
C -0.3069 1.9575 -2.2202 -1.0941
H -1.3934 1.9637 -2.3430 0.3950
H 0.0707 2.8310 -2.7557 -0.0507
H 0.0260 1.0471 -2.7195 0.2545
H 1.1200 2.1127 -0.5870 -0.0855
H -0.4979 2.8070 -0.2795 0.2917
H -0.7045 1.4493 1.6205 0.0669
C 3.9512 -0.3191 -1.3875 -0.9004
C 2.9195 -1.1661 -2.0505 0.4016
O 1.7581 -0.9646 -2.1148 -0.3954
N 3.4995 -2.3111 -2.9079 -0.0937
H 4.4454 -2.4773 -2.5530 0.4009
H 2.9956 -3.1848 -2.7315 0.4047
C 3.5607 -1.9003 -4.3529 -0.8446
H 4.3388 0.3550 -2.1582 0.4120
H 4.7744 -0.9276 -1.0078 0.4243
H 3.5600 0.2691 -0.5637 0.0482
H 4.3974 -1.2214 -4.4880 0.3385
H 2.6366 -1.3809 -4.5945 0.3666
H 3.6347 -2.7712 -4.9976 0.3852
C -2.3954 -1.6414 -1.5082 -0.3006
C -3.2843 -2.4430 -0.6239 0.1346
O -4.3591 -2.8736 -0.9070 -0.4795
N -2.7737 -2.6891 0.7840 0.3894
H -2.3534 -1.7823 1.1140 0.3302
H -3.6144 -2.9495 1.2990 0.4100
C -1.7408 -3.7631 0.7562 -0.7508
H -1.3652 -1.5780 -1.1609 -0.1706
H -2.7895 -0.6221 -1.5060 0.2171
H -2.3953 -2.0193 -2.5281 0.5335
H -2.2421 -4.6804 0.4506 0.4240
H -1.3384 -3.8983 1.7553 0.2201
H -0.9599 -3.5245 0.0439 0.2926
C 0.8511 1.2160 -7.1000 -1.1530
C 1.1408 2.6145 -7.6299 -0.3508
N 0.8238 3.6586 -6.6487 0.1744
C 1.5454 4.8228 -6.4901 -0.4306
C 0.8981 5.5804 -5.5789 -0.4171
N -0.1848 4.8443 -5.1367 0.1798
C -0.1867 3.6812 -5.7896 -0.1750
C -1.1257 5.2029 -4.0850 -0.7982
H 1.4743 1.0496 -6.2205 0.2650
H 1.1513 0.4796 -7.8446 0.4318
H -0.2134 1.0597 -6.9305 0.3411
H 0.6792 2.8553 -8.5866 0.3135
H 2.2137 2.6434 -7.8240 0.3486
H 2.4046 5.0174 -7.1099 0.4816
H 1.1402 6.5089 -5.0912 0.4733
H -1.0341 3.0163 -5.7992 0.4013
H -1.1148 6.2830 -3.9478 0.3786
H -0.9351 4.6734 -3.1573 0.2247
H -2.1552 5.0211 -4.3945 0.3548
C 0.5242 -2.9484 3.9514 -0.1122
C -0.2914 -2.7468 5.2115 -0.6650
N -1.7125 -2.9422 4.9643 0.1795
C -2.4946 -4.0239 5.2590 -0.3459
C -3.7828 -3.6848 5.0139 -0.4140
N -3.7496 -2.4011 4.5019 0.1870
C -2.4918 -1.9763 4.4769 -0.3404
C -4.9120 -1.5697 4.1707 -0.8346
H 0.1443 -2.3888 3.0890 -0.1511
H 0.5763 -3.9789 3.5927 0.4571
H 1.5371 -2.5851 4.1211 -0.1023
H -0.0682 -1.7737 5.6428 0.3614
H 0.0178 -3.4780 5.9584 0.3380
H -2.1235 -4.9003 5.7658 0.4909
H -4.6794 -4.2708 5.1188 0.4666
H -2.1289 -1.0152 4.1445 0.4449
H -5.1938 -0.9661 5.0281 0.3626
H -5.7426 -2.2481 3.9704 0.3389
H -4.7424 -1.0370 3.2392 0.3151
C 9.9473 -2.9140 4.7714 -1.1427
C 8.6109 -3.6245 4.6633 -0.4255
N 7.5662 -2.8180 3.9761 0.1072
C 7.6354 -2.4295 2.6535 -0.5518
C 6.4958 -1.7428 2.3999 -0.4085
N 5.6838 -1.8732 3.4973 0.2094
C 6.3788 -2.5005 4.4530 0.0299
C 4.3283 -1.3695 3.6611 -0.8722
H 10.4768 -3.3423 5.6224 0.3634
H 9.8946 -1.8421 4.9599 0.3556
H 10.5691 -3.0785 3.8934 0.3774
H 8.1977 -3.9278 5.6218 0.3460
H 8.7318 -4.5131 4.0443 0.3438
H 8.5371 -2.6448 2.1062 0.4484
H 6.2166 -1.1695 1.5352 0.4978
H 5.9672 -2.8606 5.3818 0.3363
H 3.8912 -1.8360 4.5425 0.2658
H 3.6644 -1.5320 2.8182 0.3024
H 4.3371 -0.3065 3.9079 0.3769
C -6.1536 -0.5359 -3.8873 -1.0154
C -6.9921 -1.8025 -3.8664 -0.5626
N -7.7593 -1.9050 -2.6277 0.1546
C -8.7483 -1.0512 -2.2241 -0.3733
C -9.0854 -1.3854 -0.9550 -0.4360
N -8.3477 -2.5065 -0.6461 0.1565
C -7.5886 -2.8311 -1.6882 -0.1895
C -8.4410 -3.2682 0.5936 -0.9835
H -6.7946 0.3455 -3.8355 0.3969
H -5.5169 -0.4662 -4.7641 0.3635
H -5.5451 -0.4761 -2.9781 0.2262
H -6.4038 -2.7047 -4.0203 0.3838
H -7.6894 -1.7835 -4.7058 0.3453
H -9.1875 -0.2651 -2.8151 0.4361
H -9.8432 -0.9903 -0.3011 0.4773
H -6.8262 -3.5889 -1.6446 0.5038
H -7.8965 -2.7800 1.3978 0.3601
H -8.0076 -4.2538 0.4335 0.3593
H -9.4829 -3.4228 0.8607 0.3912
C 0.4627 4.1062 3.9051 -0.9474
C 1.0295 5.4632 3.5210 -0.5399
N 1.1672 5.5517 2.0610 0.1724
C 0.5291 6.4300 1.2162 -0.5344
C 0.9721 6.1651 -0.0345 -0.3741
N 1.8931 5.1483 0.0655 0.2607
C 1.9915 4.7962 1.3448 -0.2376
C 2.7179 4.6375 -1.0394 -0.8894
H 0.0466 4.0960 4.9119 0.4597
H 1.2512 3.3504 3.9326 0.2541
H -0.3345 3.8101 3.2246 0.2594
H 1.9771 5.7281 3.9873 0.3265
H 0.3497 6.2445 3.8599 0.3492
H -0.0219 7.2629 1.6210 0.4682
H 0.7180 6.6146 -0.9776 0.5555
H 2.7030 4.0880 1.7325 0.4067
H 3.6522 4.2886 -0.6114 0.3355
H 2.9501 5.5099 -1.6500 0.4723
H 2.1750 3.9300 -1.6597 0.1697
```

Results
Orbital gap = 8.1 eV
HOMO energy = -20.2 eV
Spin multiplicity = 1
Total charge = +6

Entry 2:
C40H78F3O38Rb | ωB97M-V/def2-TZVPD

XYZ file:
```
160
Properties=species:S:1:pos:R:3:mulliken_charge:R:1
Rb 0.7181 29.9842 9.1775 0.8476
C 3.2865 32.4223 10.3084 1.0115
O 2.3550 32.3570 11.4147 -0.1833
O 2.6395 32.1971 9.2097 -0.9463
C 3.9634 33.8197 10.3731 0.3193
F 4.3304 34.0608 11.6708 -0.0356
F 5.0645 34.0255 9.6100 -0.1342
F 3.1039 34.8113 10.0247 -0.2395
C 2.8009 31.7359 12.5989 1.3881
C 1.7706 31.9894 13.6769 0.2667
H 1.6000 33.0514 13.8544 -0.4076
H 0.7745 31.6262 13.4110 -1.1207
H 2.1188 31.5650 14.6229 0.5489
H 3.7447 32.1786 12.9314 -0.8003
H 2.9542 30.6572 12.4470 0.2879
H 4.0859 31.6851 10.5642 -0.9318
C 3.1059 36.6504 18.6313 -0.3159
O 3.3747 36.7491 17.2249 -0.3910
C 3.8147 35.6548 16.6194 0.7422
O 4.0837 34.6277 17.1693 -0.5811
O 3.8258 35.9011 15.3159 -0.5228
C 4.4374 34.8616 14.5114 0.0742
H 2.4403 35.8090 18.7977 -0.0121
H 2.7209 37.5957 18.9911 0.2618
H 4.0635 36.4416 19.1143 0.3170
H 4.1163 35.1430 13.5124 0.0583
H 4.0352 33.8804 14.7496 -0.0422
H 5.5208 34.8949 14.5829 0.3888
C 6.6939 36.5727 10.3542 -0.0053
O 6.5435 36.8962 11.7191 -0.2079
C 7.6155 37.1158 12.4465 0.7765
O 8.7558 36.9997 12.1011 -0.5806
O 7.2163 37.4010 13.6888 -0.2395
C 8.2387 37.7607 14.5888 -0.8099
H 7.2399 37.3251 9.7762 0.4216
H 5.7139 36.6307 9.8818 -0.0526
H 7.1195 35.5914 10.1729 -0.0465
H 8.4637 38.8295 14.5188 0.3118
H 9.1848 37.2664 14.3741 0.3715
H 7.9561 37.5810 15.6218 0.2260
C -3.2441 26.9949 11.2837 -0.5194
O -3.4597 28.2603 11.8735 -0.3475
C -2.8117 29.2912 11.3594 0.7051
O -1.9842 29.1821 10.4867 -0.4466
O -3.1318 30.3678 12.0403 -0.2842
C -2.3987 31.5515 11.7438 0.0493
H -3.4213 27.0381 10.2107 0.2791
H -3.8395 26.2193 11.7530 0.2617
H -2.2030 26.6946 11.4349 0.1272
H -2.1805 31.6678 10.6849 0.4981
H -1.4378 31.5570 12.2715 -0.1579
H -2.8900 32.4201 12.1683 -0.1030
C -1.1058 32.3689 15.5836 -0.2634
O -2.1892 32.9481 16.2952 -0.3299
C -3.3165 33.1500 15.6460 0.6894
O -3.6325 32.5730 14.6380 -0.4985
O -4.0582 34.0182 16.3038 -0.3086
C -5.3971 34.1851 15.8657 -0.6270
H -1.5796 31.6202 14.9401 0.4953
H -0.3943 31.8838 16.2367 0.1512
H -0.5885 33.0311 14.8941 -0.1145
H -5.7897 35.1211 16.2522 0.2277
H -6.0185 33.3951 16.2903 0.3023
H -5.4583 34.1674 14.7806 0.2479
C 10.3621 29.9675 10.5556 -0.6986
O 10.0226 31.1542 11.2453 -0.4118
C 8.8239 31.6688 10.9262 0.7405
O 7.9895 31.1751 10.2126 -0.3425
O 8.7534 32.8311 11.5484 -0.4637
C 7.6044 33.6452 11.4107 1.0364
H 11.1038 29.4139 11.1298 0.2999
H 10.7246 30.1328 9.5428 0.2750
H 9.5242 29.2667 10.5066 0.2458
H 6.7629 33.3602 12.0450 0.0648
H 7.2766 33.6703 10.3714 -0.9560
H 7.8669 34.6692 11.6719 0.0431
C 7.1507 32.9469 7.5867 -0.1748
O 8.0016 34.0796 7.6429 -0.0818
C 9.1908 33.9995 7.0773 0.7606
O 9.7184 33.0326 6.5999 -0.5778
O 9.7460 35.2090 7.1484 -0.3073
C 11.1056 35.3328 6.7303 -0.7019
H 6.7859 32.7381 8.5910 -0.6005
H 7.6403 32.0731 7.1679 0.4263
H 6.2008 33.0862 7.0645 0.3209
H 11.3630 36.3707 6.9519 0.2452
H 11.1528 35.2560 5.6457 0.2932
H 11.7405 34.7132 7.3581 0.2941
C -0.1492 28.6272 14.1378 -0.2033
O 0.7719 27.5697 13.9177 -0.3870
C 1.0903 27.2952 12.6667 0.8224
O 0.5632 27.8222 11.7182 -0.5022
O 2.0590 26.4103 12.6464 -0.3753
C 2.6794 26.1136 11.3954 -0.5195
H 0.1489 29.5237 13.5847 -0.0395
H -0.1236 28.8678 15.1929 0.2868
H -1.1346 28.4040 13.7266 0.3279
H 3.1574 25.1508 11.5403 0.2619
H 3.3279 26.8972 11.0128 0.1653
H 1.8861 25.9405 10.6612 0.2878
C 2.4657 37.4940 8.8321 -0.5701
O 1.4065 38.2083 8.2091 -0.3576
C 0.1976 37.6903 8.3026 0.7651
O -0.0924 36.6424 8.8012 -0.5272
O -0.6633 38.5608 7.7716 -0.3504
C -2.0286 38.1724 7.8764 -0.5900
H 3.4081 37.9975 8.6307 0.2560
H 2.5326 36.4640 8.4970 0.3142
H 2.3428 37.5163 9.9159 0.3084
H -2.1959 37.2595 7.3036 0.2844
H -2.6119 38.9632 7.4124 0.2136
H -2.3208 38.0361 8.9156 0.2571
C 2.0618 32.3900 18.1573 -0.7738
O 1.4193 33.6151 17.8921 0.5592
C 0.7674 34.1876 18.8906 0.2835
O 0.8635 33.8701 20.0448 -0.6286
O 0.0121 35.1669 18.4359 -0.0875
C -1.0541 35.6468 19.2460 -0.8722
H 2.8894 32.4009 18.8627 0.2284
H 2.4269 32.0190 17.1993 0.0698
H 1.3477 31.6223 18.4763 0.3599
H -1.1219 35.1050 20.1858 0.4119
H -2.0050 35.6413 18.7246 0.1547
H -0.7956 36.6841 19.4692 0.2867
C 0.6863 35.5854 14.7410 -0.1601
O -0.7457 35.5631 14.7702 -0.3431
C -1.3497 35.2166 13.6341 0.9922
O -0.9307 34.4851 12.7836 -0.5537
O -2.5841 35.7059 13.6368 -0.4431
C -3.4155 35.3887 12.5119 -0.6738
H 1.0672 35.0882 13.8513 0.2709
H 1.0307 34.9845 15.5892 -0.3070
H 1.0985 36.5779 14.9085 0.5242
H -4.0560 34.5778 12.8716 0.1560
H -2.8538 35.0233 11.6579 0.3150
H -4.0192 36.2555 12.2655 0.3046
C 6.5518 30.1932 13.0035 -0.3029
O 5.8619 30.1029 14.2653 -0.4240
C 5.7015 31.2744 14.8785 0.6355
O 5.7859 32.3566 14.3590 -0.2885
O 5.3634 31.0390 16.1442 -0.4143
C 5.2808 32.1853 16.9833 -0.2450
H 6.6724 29.1898 12.6108 0.3397
H 7.5286 30.6386 13.1873 0.3324
H 5.9229 30.8127 12.3658 -0.1064
H 6.1275 32.8499 16.8148 0.2990
H 5.4089 31.8391 18.0095 0.3647
H 4.3341 32.7150 16.9236 -0.2311
C 5.3859 29.4539 9.2675 0.1360
O 5.6771 28.7941 8.0375 -0.4169
C 5.4202 29.4638 6.9225 0.7682
O 5.0736 30.6001 6.8213 -0.4898
O 5.6258 28.6355 5.9047 -0.3758
C 5.7554 29.2315 4.6185 -0.6201
H 6.0650 30.2959 9.4000 -0.2483
H 5.6390 28.7894 10.0941 0.1983
H 4.3450 29.7503 9.3643 0.3304
H 6.4878 30.0389 4.6541 0.2817
H 4.8165 29.6772 4.2924 0.2724
H 6.0895 28.4433 3.9546 0.2263
```

Results
Orbital gap = 7.2 eV
HOMO energy = -7.4 eV
Spin multiplicity = 1
Total charge = 0
Relative energy (zero: lowest compared OMol25 entry of this formula, charge and spin) = 21.16 kJ/mol

Q: Which of these has the lowest total charge?
A: C40H78F3O38Rb